Computed, not measured: a structure of composition C39H44IN10O4S2Sc, with the ωB97M-V functional and the def2-TZVPD basis.

Calculated values
Molar mass in g/mol: 952.84
E_LUMO in eV: 0.118
Charge: 0
HOMO in hartree: -0.259
Frontier orbital gap in eV: 7.161

Cartesian coordinates (Å):
Sc -0.66 0.09 0.22
C 2.79 1.52 -0.26
C 2.52 1.43 1.24
C 2.36 -0.01 1.70
N 0.97 -0.47 1.60
C 0.67 -1.51 2.38
C 1.64 -2.39 2.89
C 1.58 -3.34 3.90
C 0.58 -3.61 4.81
C -0.68 -3.01 4.80
C -1.26 -2.20 3.85
C -0.79 -1.73 2.60
N -1.55 -1.25 1.66
C -3.00 -1.32 1.76
C -3.60 0.01 2.29
C -2.53 1.04 2.64
N -1.76 1.50 1.48
C -1.90 2.75 1.07
C -3.03 3.54 1.38
C -3.29 4.90 1.23
C -2.45 5.92 0.82
C -1.15 5.75 0.38
C -0.45 4.59 0.10
C -0.80 3.22 0.19
N -0.09 2.27 -0.37
C 0.85 2.66 -1.41
C 2.30 2.80 -0.94
H 2.29 0.68 -0.75
H 3.86 1.37 -0.44
H 1.60 1.97 1.51
H 3.33 1.91 1.78
H 2.67 -0.11 2.74
H 3.04 -0.65 1.11
H 2.61 -2.30 2.41
H 2.50 -3.91 4.04
H 0.79 -4.32 5.60
H -1.31 -3.23 5.65
H -2.28 -1.90 4.08
H -3.31 -2.16 2.38
H -3.39 -1.53 0.77
H -4.21 -0.18 3.18
H -4.27 0.44 1.54
H -1.81 0.61 3.34
H -2.98 1.88 3.16
H -3.87 2.97 1.76
H -4.29 5.19 1.51
H -2.84 6.93 0.87
H -0.59 6.66 0.20
H 0.57 4.76 -0.21
H 0.52 3.57 -1.90
H 0.82 1.87 -2.17
H 2.40 3.65 -0.26
H 2.91 3.03 -1.82
N -0.59 4.92 3.60
C 0.36 3.97 3.52
O 0.11 2.78 3.47
C 1.81 4.42 3.63
I 2.36 6.04 2.36
H -1.54 4.64 3.39
H -0.35 5.88 3.42
H 2.44 3.58 3.36
H 2.02 4.75 4.64
N 1.89 -5.41 -4.93
C 0.90 -4.93 -4.08
C 0.58 -5.58 -2.89
C -0.36 -5.05 -2.03
C -1.03 -3.89 -2.37
C -0.77 -3.27 -3.59
C 0.19 -3.77 -4.43
S -2.20 -3.19 -1.25
O -1.99 -3.82 0.02
O -3.50 -3.25 -1.88
N -1.74 -1.65 -1.13
C -2.32 -0.69 -1.87
S -3.62 -0.73 -3.03
C -3.46 0.99 -3.25
C -2.50 1.48 -2.44
N -1.85 0.54 -1.67
H 2.52 -6.09 -4.53
H 2.38 -4.70 -5.47
H 1.12 -6.49 -2.63
H -0.58 -5.53 -1.08
H -1.32 -2.37 -3.87
H 0.41 -3.28 -5.37
H -4.09 1.53 -3.93
H -2.21 2.52 -2.35
N 2.84 0.00 -4.92
C 2.79 -1.32 -4.61
O 3.03 -2.20 -5.41
C 2.41 -1.65 -3.20
C 2.96 -2.77 -2.59
C 2.50 -3.13 -1.34
C 1.52 -2.37 -0.74
N 1.01 -1.27 -1.30
C 1.46 -0.92 -2.50
H 3.06 0.26 -5.87
H 2.73 0.72 -4.23
H 3.69 -3.36 -3.12
H 2.87 -4.02 -0.84
H 1.10 -2.66 0.22
H 0.97 -0.07 -2.96

Computed, not measured: a structure of composition C39H44N3O8P2PdSSi2, with the ωB97M-V functional and the def2-TZVPD basis.

Calculated values
Spin multiplicity: 3
Expectation value of S²: 2.0050
Molar mass in g/mol: 939.40
E_LUMO (spin up / spin down) in eV: 1.804 / 1.630
Charge: -1
HOMO (spin up / spin down) in hartree: -0.160 / -0.158
Frontier orbital gap (spin up / spin down) in eV: 6.167 / 5.928

Cartesian coordinates (Å):
Pd -1.45 -0.14 0.93
C 0.07 -3.38 4.03
C -0.29 -2.31 3.00
O 0.76 -2.09 2.08
P -0.71 -0.72 3.86
O 0.73 -0.43 4.56
O -1.59 -1.06 5.15
O -1.15 0.50 3.13
P -1.86 -2.62 2.07
O -2.18 -4.19 2.34
O -2.84 -1.79 2.87
O -1.71 -2.42 0.60
H 0.87 -3.03 4.68
H 0.38 -4.28 3.51
H -0.80 -3.61 4.64
H 1.55 -1.82 2.56
H 0.91 0.52 4.53
H -2.48 -1.27 4.81
H -2.33 -4.60 1.47
S 5.55 0.62 1.67
C 3.79 0.67 1.37
C 2.97 1.45 2.18
C 1.60 1.38 1.97
N 1.04 0.60 1.05
C 1.83 -0.10 0.25
C 3.21 -0.09 0.36
C 5.51 -0.86 2.68
C 5.51 -0.76 4.07
C 5.40 -1.93 4.81
N 5.30 -3.14 4.28
C 5.31 -3.22 2.95
C 5.42 -2.12 2.11
H 3.39 2.07 2.95
H 0.91 1.99 2.55
H 1.34 -0.70 -0.50
H 3.82 -0.66 -0.33
H 5.59 0.21 4.55
H 5.39 -1.89 5.90
H 5.23 -4.22 2.54
H 5.44 -2.24 1.04
C -4.70 1.79 2.50
Si -3.89 1.50 0.80
C -4.67 2.67 -0.48
C -4.32 -0.27 0.27
N -2.20 1.79 0.79
C -1.54 2.98 0.87
C -0.33 3.19 0.18
C 0.36 4.38 0.26
C -0.15 5.44 1.01
C -1.36 5.28 1.66
C -2.05 4.08 1.60
H -5.64 1.24 2.59
H -4.91 2.84 2.69
H -4.02 1.42 3.28
H -5.76 2.57 -0.51
H -4.28 2.45 -1.47
H -4.44 3.72 -0.25
H -5.35 -0.30 -0.11
H -4.26 -0.95 1.12
H -3.65 -0.62 -0.51
H 0.03 2.38 -0.44
H 1.29 4.50 -0.29
H 0.39 6.38 1.07
H -1.78 6.11 2.23
H -2.99 3.96 2.13
O -1.23 -0.16 -1.21
Si -0.52 -0.36 -2.59
C -1.72 -0.08 -4.03
C -3.09 -0.22 -3.83
C -4.00 -0.02 -4.86
C -3.54 0.33 -6.13
C -2.18 0.49 -6.35
C -1.28 0.29 -5.30
C 0.24 -2.09 -2.85
C 0.58 -2.58 -4.11
C 1.14 -3.84 -4.28
C 1.37 -4.65 -3.17
C 1.03 -4.18 -1.91
C 0.48 -2.92 -1.75
C 0.92 0.85 -2.94
C 2.24 0.44 -3.13
C 3.26 1.35 -3.34
C 2.98 2.71 -3.38
C 1.68 3.14 -3.21
C 0.66 2.22 -3.00
H -3.44 -0.49 -2.84
H -5.06 -0.13 -4.68
H -4.24 0.49 -6.93
H -1.82 0.77 -7.33
H -0.22 0.44 -5.48
H 0.39 -1.97 -4.99
H 1.39 -4.20 -5.27
H 1.80 -5.64 -3.30
H 1.20 -4.81 -1.04
H 0.19 -2.58 -0.76
H 2.46 -0.63 -3.11
H 4.28 1.00 -3.46
H 3.78 3.42 -3.56
H 1.45 4.20 -3.25
H -0.36 2.57 -2.86

Computed, not measured: a structure of composition C39H45CeO6S2, with the ωB97M-V functional and the def2-TZVPD basis.

Calculated values
Spin multiplicity: 2
Expectation value of S²: 0.7511
Molar mass in g/mol: 814.03
E_LUMO (spin up / spin down) in eV: -0.531 / -0.532
Charge: 0
HOMO (spin up / spin down) in hartree: -0.128 / -0.128
Frontier orbital gap (spin up / spin down) in eV: 2.943 / 2.939

Cartesian coordinates (Å):
Ce -0.54 0.09 0.67
C -2.89 0.91 2.28
C -3.08 -0.61 2.27
O -1.87 -1.30 1.96
C -1.11 -1.76 3.07
C 0.00 -0.78 3.45
O 0.85 -0.60 2.33
C 1.81 0.46 2.44
C 1.20 1.87 2.55
O 0.32 2.11 1.45
C -0.75 3.00 1.76
C -1.98 2.67 0.91
O -2.43 1.31 1.00
H -2.18 1.18 3.06
H -3.85 1.40 2.49
H -3.79 -0.86 1.47
H -3.51 -0.96 3.22
H -0.64 -2.70 2.75
H -1.75 -1.99 3.93
H 0.59 -1.18 4.29
H -0.44 0.17 3.76
H 2.42 0.41 1.53
H 2.47 0.26 3.29
H 1.99 2.62 2.53
H 0.68 1.96 3.51
H -0.42 4.02 1.56
H -1.02 2.95 2.82
H -1.73 2.83 -0.14
H -2.81 3.34 1.16
O 0.22 1.29 -1.14
S 1.59 1.47 -1.74
C 1.63 0.57 -3.34
C 0.71 -0.65 -3.36
C -0.53 -0.50 -4.25
C -1.45 0.70 -3.99
S -2.28 0.58 -2.37
O -1.22 0.90 -1.35
C -3.30 2.07 -2.48
C -4.25 2.22 -3.50
C -5.04 3.38 -3.56
C -4.90 4.37 -2.60
C -3.98 4.22 -1.56
C -3.19 3.07 -1.50
C 1.63 3.15 -2.42
C 0.53 4.00 -2.26
C 0.54 5.28 -2.81
C 1.65 5.72 -3.53
C 2.76 4.88 -3.68
C 2.75 3.60 -3.12
H 2.67 0.25 -3.46
H 1.40 1.25 -4.17
H 0.42 -0.98 -2.35
H 1.29 -1.49 -3.78
H -1.11 -1.43 -4.19
H -0.19 -0.42 -5.29
H -2.22 0.70 -4.76
H -0.91 1.64 -4.04
H -4.39 1.45 -4.25
H -5.77 3.49 -4.36
H -5.51 5.27 -2.64
H -3.88 4.98 -0.80
H -2.48 2.95 -0.68
H -0.34 3.66 -1.70
H -0.32 5.93 -2.68
H 1.66 6.72 -3.96
H 3.63 5.23 -4.23
H 3.62 2.96 -3.25
C 1.45 -1.27 -0.01
C 1.70 -2.39 0.67
C 1.95 -3.49 1.33
C 1.32 -4.76 0.86
C 1.23 -5.07 -0.51
C 0.64 -6.27 -0.93
C 0.14 -7.17 0.00
C 0.22 -6.87 1.36
C 0.81 -5.68 1.79
C 2.84 -3.40 2.53
C 2.76 -2.34 3.43
C 3.60 -2.27 4.55
C 4.54 -3.28 4.76
C 4.64 -4.34 3.87
C 3.80 -4.41 2.76
H 1.62 -4.39 -1.27
H 0.58 -6.49 -1.99
H -0.32 -8.09 -0.33
H -0.17 -7.58 2.09
H 0.85 -5.47 2.85
H 2.03 -1.54 3.30
H 3.52 -1.44 5.24
H 5.20 -3.23 5.63
H 5.38 -5.12 4.04
H 3.90 -5.24 2.07
H -1.21 -1.73 -0.30

Computed, not measured: a cluster of 7 separate species, C39H45O7PS in total, with the ωB97M-V functional and the def2-TZVPD basis.

Calculated values
Molar mass in g/mol: 688.82
E_LUMO in eV: -0.733
SMILES string: O=P(O)(O)OCCCS(=O)(=O)O.c1ccccc1.c1ccccc1.c1ccccc1.c1ccccc1.c1ccccc1.c1ccccc1
Charge: 0
HOMO in hartree: -0.326
Frontier orbital gap in eV: 8.134

Cartesian coordinates (Å):
O 4.17 -1.94 -0.95
P 3.60 -1.76 -2.27
O 4.66 -1.98 -3.44
O 2.40 -2.78 -2.60
O 2.95 -0.32 -2.45
C 2.80 0.32 -3.72
C 1.66 -0.25 -4.55
C 0.33 -0.18 -3.82
S -0.95 -1.30 -4.36
O -1.63 -0.67 -5.45
O -1.70 -1.71 -3.22
O -0.24 -2.62 -4.91
H 4.29 -2.07 -4.33
H 2.62 -3.37 -3.33
H 3.73 0.28 -4.29
H 2.62 1.37 -3.50
H 1.61 0.30 -5.50
H 1.88 -1.30 -4.79
H 0.44 -0.35 -2.74
H -0.16 0.78 -3.95
H 0.30 -2.41 -5.68
C -4.25 1.31 -3.49
C -5.24 2.05 -2.86
C -6.55 1.99 -3.31
C -6.87 1.19 -4.40
C -5.87 0.46 -5.04
C -4.57 0.51 -4.58
H -3.23 1.35 -3.13
H -4.99 2.67 -2.00
H -7.32 2.56 -2.81
H -7.89 1.14 -4.75
H -6.12 -0.17 -5.89
H -3.78 -0.07 -5.03
C -7.30 2.29 1.99
C -6.74 1.51 2.99
C -6.11 0.31 2.67
C -6.04 -0.11 1.35
C -6.61 0.67 0.35
C -7.24 1.86 0.67
H -7.78 3.22 2.24
H -6.78 1.84 4.02
H -5.66 -0.29 3.45
H -5.54 -1.04 1.10
H -6.55 0.34 -0.68
H -7.68 2.47 -0.11
C -1.25 4.19 4.29
C -1.38 4.39 2.93
C -2.50 3.92 2.25
C -3.49 3.23 2.95
C -3.36 3.02 4.32
C -2.24 3.50 4.99
H -0.38 4.56 4.81
H -0.61 4.92 2.38
H -2.60 4.07 1.19
H -4.36 2.86 2.43
H -4.12 2.48 4.86
H -2.13 3.34 6.05
C -0.16 0.79 1.00
C -1.30 1.48 1.39
C -2.55 1.08 0.91
C -2.65 0.00 0.06
C -1.51 -0.69 -0.34
C -0.27 -0.30 0.13
H 0.81 1.09 1.37
H -1.22 2.32 2.06
H -3.43 1.61 1.21
H -3.62 -0.31 -0.32
H -1.60 -1.53 -1.01
H 0.63 -0.84 -0.17
C 4.90 -2.96 4.57
C 4.72 -2.26 3.39
C 4.17 -2.89 2.28
C 3.80 -4.23 2.36
C 3.99 -4.93 3.54
C 4.54 -4.30 4.65
H 5.33 -2.47 5.44
H 5.01 -1.22 3.33
H 4.04 -2.34 1.36
H 3.38 -4.72 1.49
H 3.71 -5.98 3.60
H 4.68 -4.85 5.57
C 7.67 -0.82 0.40
C 7.55 -1.78 1.40
C 8.57 -1.97 2.31
C 9.73 -1.20 2.23
C 9.85 -0.24 1.23
C 8.82 -0.05 0.32
H 6.86 -0.67 -0.30
H 6.65 -2.38 1.46
H 8.47 -2.72 3.09
H 10.53 -1.35 2.94
H 10.75 0.35 1.17
H 8.92 0.70 -0.45

Computed, not measured: a structure of composition C39H46HfN3P2, with the ωB97M-V functional and the def2-TZVPD basis.

Calculated values
Molar mass in g/mol: 797.26
E_LUMO in eV: -9.662
Charge: +3
HOMO in hartree: -0.575
Frontier orbital gap in eV: 5.987

Cartesian coordinates (Å):
Hf -0.08 -0.60 0.38
C 4.02 2.53 1.07
C 4.05 1.09 0.59
C 5.09 0.86 -0.52
P 2.39 0.35 0.08
C 2.96 -1.47 0.25
C 2.31 -2.42 -0.74
C 2.62 -1.87 1.68
C 1.94 0.96 -1.58
C 2.56 2.09 -2.15
C 2.07 2.72 -3.29
C 2.72 3.93 -3.86
C 0.93 2.20 -3.89
C 0.27 1.12 -3.34
C 0.73 0.50 -2.17
N 0.00 -0.55 -1.60
C -0.83 -1.35 -2.44
C -2.20 -1.47 -2.14
C -2.81 -0.71 -0.98
C -3.04 -2.23 -2.94
C -2.56 -2.93 -4.04
C -3.45 -3.74 -4.90
C -1.21 -2.80 -4.33
C -0.34 -2.01 -3.59
C 1.07 -1.89 -4.09
H 5.03 2.81 1.37
H 3.37 2.63 1.94
H 3.68 3.23 0.31
H 4.33 0.46 1.45
H 5.18 1.72 -1.18
H 4.86 0.00 -1.15
H 6.06 0.70 -0.07
H 4.05 -1.53 0.12
H 1.20 -2.41 -0.66
H 2.66 -3.43 -0.58
H 2.59 -2.13 -1.75
H 1.55 -1.70 1.91
H 3.22 -1.32 2.41
H 2.84 -2.93 1.84
H 3.44 2.49 -1.69
H 3.47 4.35 -3.20
H 1.97 4.68 -4.09
H 3.21 3.69 -4.81
H 0.54 2.64 -4.80
H -0.63 0.75 -3.80
H -2.42 0.32 -0.93
H -2.68 -1.26 -0.03
H -3.89 -0.65 -1.15
H -4.10 -2.27 -2.71
H -4.45 -3.81 -4.50
H -3.05 -4.75 -5.03
H -3.51 -3.30 -5.90
H -0.81 -3.33 -5.18
H 1.21 -2.56 -4.94
H 1.79 -2.16 -3.34
H 1.28 -0.88 -4.43
N -1.94 -0.69 3.00
P -1.85 0.66 1.93
C -3.23 1.66 2.58
C -3.32 1.92 3.95
C -4.42 2.62 4.42
C -5.40 3.06 3.55
C -5.28 2.83 2.19
C -4.20 2.12 1.70
C -0.36 1.53 2.54
C 0.31 1.28 3.74
C 1.28 2.16 4.17
C 1.58 3.29 3.43
C 0.95 3.52 2.21
C 0.00 2.63 1.75
C -1.67 -2.00 2.74
C -2.15 -2.99 3.61
C -1.86 -4.31 3.37
C -1.08 -4.64 2.26
C -0.63 -3.63 1.45
N -0.90 -2.31 1.67
H -2.57 -0.55 3.79
H -2.55 1.60 4.63
H -4.50 2.81 5.48
H -6.25 3.60 3.93
H -6.04 3.19 1.51
H -4.10 1.94 0.64
H 0.04 0.42 4.34
H 1.79 1.98 5.11
H 2.29 4.01 3.81
H 1.20 4.39 1.63
H -0.53 2.82 0.82
H -2.75 -2.70 4.46
H -2.22 -5.08 4.04
H -0.83 -5.66 2.04
H -0.01 -3.85 0.58

The lowest molar mass belongs to which entry?
C39H45O7PS

Copy entry 1 word for word.
Computed, not measured: a structure of composition C39H44IN10O4S2Sc, with the ωB97M-V functional and the def2-TZVPD basis.

Calculated values
Molar mass in g/mol: 952.84
E_LUMO in eV: 0.118
Charge: 0
HOMO in hartree: -0.259
Frontier orbital gap in eV: 7.161

Cartesian coordinates (Å):
Sc -0.66 0.09 0.22
C 2.79 1.52 -0.26
C 2.52 1.43 1.24
C 2.36 -0.01 1.70
N 0.97 -0.47 1.60
C 0.67 -1.51 2.38
C 1.64 -2.39 2.89
C 1.58 -3.34 3.90
C 0.58 -3.61 4.81
C -0.68 -3.01 4.80
C -1.26 -2.20 3.85
C -0.79 -1.73 2.60
N -1.55 -1.25 1.66
C -3.00 -1.32 1.76
C -3.60 0.01 2.29
C -2.53 1.04 2.64
N -1.76 1.50 1.48
C -1.90 2.75 1.07
C -3.03 3.54 1.38
C -3.29 4.90 1.23
C -2.45 5.92 0.82
C -1.15 5.75 0.38
C -0.45 4.59 0.10
C -0.80 3.22 0.19
N -0.09 2.27 -0.37
C 0.85 2.66 -1.41
C 2.30 2.80 -0.94
H 2.29 0.68 -0.75
H 3.86 1.37 -0.44
H 1.60 1.97 1.51
H 3.33 1.91 1.78
H 2.67 -0.11 2.74
H 3.04 -0.65 1.11
H 2.61 -2.30 2.41
H 2.50 -3.91 4.04
H 0.79 -4.32 5.60
H -1.31 -3.23 5.65
H -2.28 -1.90 4.08
H -3.31 -2.16 2.38
H -3.39 -1.53 0.77
H -4.21 -0.18 3.18
H -4.27 0.44 1.54
H -1.81 0.61 3.34
H -2.98 1.88 3.16
H -3.87 2.97 1.76
H -4.29 5.19 1.51
H -2.84 6.93 0.87
H -0.59 6.66 0.20
H 0.57 4.76 -0.21
H 0.52 3.57 -1.90
H 0.82 1.87 -2.17
H 2.40 3.65 -0.26
H 2.91 3.03 -1.82
N -0.59 4.92 3.60
C 0.36 3.97 3.52
O 0.11 2.78 3.47
C 1.81 4.42 3.63
I 2.36 6.04 2.36
H -1.54 4.64 3.39
H -0.35 5.88 3.42
H 2.44 3.58 3.36
H 2.02 4.75 4.64
N 1.89 -5.41 -4.93
C 0.90 -4.93 -4.08
C 0.58 -5.58 -2.89
C -0.36 -5.05 -2.03
C -1.03 -3.89 -2.37
C -0.77 -3.27 -3.59
C 0.19 -3.77 -4.43
S -2.20 -3.19 -1.25
O -1.99 -3.82 0.02
O -3.50 -3.25 -1.88
N -1.74 -1.65 -1.13
C -2.32 -0.69 -1.87
S -3.62 -0.73 -3.03
C -3.46 0.99 -3.25
C -2.50 1.48 -2.44
N -1.85 0.54 -1.67
H 2.52 -6.09 -4.53
H 2.38 -4.70 -5.47
H 1.12 -6.49 -2.63
H -0.58 -5.53 -1.08
H -1.32 -2.37 -3.87
H 0.41 -3.28 -5.37
H -4.09 1.53 -3.93
H -2.21 2.52 -2.35
N 2.84 0.00 -4.92
C 2.79 -1.32 -4.61
O 3.03 -2.20 -5.41
C 2.41 -1.65 -3.20
C 2.96 -2.77 -2.59
C 2.50 -3.13 -1.34
C 1.52 -2.37 -0.74
N 1.01 -1.27 -1.30
C 1.46 -0.92 -2.50
H 3.06 0.26 -5.87
H 2.73 0.72 -4.23
H 3.69 -3.36 -3.12
H 2.87 -4.02 -0.84
H 1.10 -2.66 0.22
H 0.97 -0.07 -2.96

Among the records above, which one has the lowest molar mass?
C39H45O7PS

Copy entry 4 word for word.
Computed, not measured: a cluster of 7 separate species, C39H45O7PS in total, with the ωB97M-V functional and the def2-TZVPD basis.

Calculated values
Molar mass in g/mol: 688.82
E_LUMO in eV: -0.733
SMILES string: O=P(O)(O)OCCCS(=O)(=O)O.c1ccccc1.c1ccccc1.c1ccccc1.c1ccccc1.c1ccccc1.c1ccccc1
Charge: 0
HOMO in hartree: -0.326
Frontier orbital gap in eV: 8.134

Cartesian coordinates (Å):
O 4.17 -1.94 -0.95
P 3.60 -1.76 -2.27
O 4.66 -1.98 -3.44
O 2.40 -2.78 -2.60
O 2.95 -0.32 -2.45
C 2.80 0.32 -3.72
C 1.66 -0.25 -4.55
C 0.33 -0.18 -3.82
S -0.95 -1.30 -4.36
O -1.63 -0.67 -5.45
O -1.70 -1.71 -3.22
O -0.24 -2.62 -4.91
H 4.29 -2.07 -4.33
H 2.62 -3.37 -3.33
H 3.73 0.28 -4.29
H 2.62 1.37 -3.50
H 1.61 0.30 -5.50
H 1.88 -1.30 -4.79
H 0.44 -0.35 -2.74
H -0.16 0.78 -3.95
H 0.30 -2.41 -5.68
C -4.25 1.31 -3.49
C -5.24 2.05 -2.86
C -6.55 1.99 -3.31
C -6.87 1.19 -4.40
C -5.87 0.46 -5.04
C -4.57 0.51 -4.58
H -3.23 1.35 -3.13
H -4.99 2.67 -2.00
H -7.32 2.56 -2.81
H -7.89 1.14 -4.75
H -6.12 -0.17 -5.89
H -3.78 -0.07 -5.03
C -7.30 2.29 1.99
C -6.74 1.51 2.99
C -6.11 0.31 2.67
C -6.04 -0.11 1.35
C -6.61 0.67 0.35
C -7.24 1.86 0.67
H -7.78 3.22 2.24
H -6.78 1.84 4.02
H -5.66 -0.29 3.45
H -5.54 -1.04 1.10
H -6.55 0.34 -0.68
H -7.68 2.47 -0.11
C -1.25 4.19 4.29
C -1.38 4.39 2.93
C -2.50 3.92 2.25
C -3.49 3.23 2.95
C -3.36 3.02 4.32
C -2.24 3.50 4.99
H -0.38 4.56 4.81
H -0.61 4.92 2.38
H -2.60 4.07 1.19
H -4.36 2.86 2.43
H -4.12 2.48 4.86
H -2.13 3.34 6.05
C -0.16 0.79 1.00
C -1.30 1.48 1.39
C -2.55 1.08 0.91
C -2.65 0.00 0.06
C -1.51 -0.69 -0.34
C -0.27 -0.30 0.13
H 0.81 1.09 1.37
H -1.22 2.32 2.06
H -3.43 1.61 1.21
H -3.62 -0.31 -0.32
H -1.60 -1.53 -1.01
H 0.63 -0.84 -0.17
C 4.90 -2.96 4.57
C 4.72 -2.26 3.39
C 4.17 -2.89 2.28
C 3.80 -4.23 2.36
C 3.99 -4.93 3.54
C 4.54 -4.30 4.65
H 5.33 -2.47 5.44
H 5.01 -1.22 3.33
H 4.04 -2.34 1.36
H 3.38 -4.72 1.49
H 3.71 -5.98 3.60
H 4.68 -4.85 5.57
C 7.67 -0.82 0.40
C 7.55 -1.78 1.40
C 8.57 -1.97 2.31
C 9.73 -1.20 2.23
C 9.85 -0.24 1.23
C 8.82 -0.05 0.32
H 6.86 -0.67 -0.30
H 6.65 -2.38 1.46
H 8.47 -2.72 3.09
H 10.53 -1.35 2.94
H 10.75 0.35 1.17
H 8.92 0.70 -0.45